159
Properties=species:S:1:pos:R:3:lowdin_charge:R:1 method="wB97M-V/def2-TZVPD" energy_ha=-4270.8912 homo_ev=-6.785 e_above_lowest_kcal_mol=117.6 gap_ev=8.56 total_charge=-1
C -0.90 -4.83 1.65 -0.7038
F -2.11 -5.00 1.20 0.1535
F -1.00 -4.27 2.87 0.1219
F -0.31 -6.00 1.76 0.1474
S 0.07 -3.68 0.45 0.6670
O -0.75 -2.48 0.25 -0.3207
O 1.31 -3.40 1.14 -0.3141
N 0.23 -4.67 -0.97 -0.3306
S 0.56 -3.68 -2.14 0.5840
O -0.57 -2.87 -2.64 -0.3519
O 1.78 -2.87 -1.88 -0.3547
C 0.99 -4.90 -3.61 -0.6793
F 0.22 -5.99 -3.58 0.1154
F 0.75 -4.32 -4.77 0.1343
F 2.26 -5.22 -3.58 0.1456
O 0.34 -11.30 1.81 -0.0532
H -0.09 -10.88 2.55 0.0264
H 0.82 -10.59 1.37 0.0237
O -2.29 -7.87 -1.97 -0.0530
H -1.64 -8.49 -2.30 0.0224
H -1.77 -7.18 -1.55 0.0147
O 0.62 -10.80 -3.70 -0.0518
H 1.23 -10.31 -3.14 0.0271
H 0.99 -10.73 -4.57 0.0255
O -3.78 1.16 -3.61 -0.0581
H -3.27 0.36 -3.46 0.0332
H -4.57 0.86 -4.06 0.0244
C 1.25 3.62 -0.52 -0.0749
C 1.09 5.07 -0.33 -0.5244
C 1.80 5.60 0.94 -0.0421
O 1.50 5.84 -1.44 -0.0523
H 0.66 3.18 -1.32 0.0831
H 0.97 3.00 0.34 0.0857
H 2.30 3.36 -0.66 0.0851
H 0.02 5.27 -0.26 0.1277
H 1.55 5.04 1.84 0.0761
H 1.67 6.68 1.06 0.0758
H 2.84 5.33 0.78 0.0745
H 0.98 5.64 -2.22 0.0859
C 4.96 -10.15 -7.43 -0.0709
C 3.91 -10.17 -8.43 -0.5294
C 4.32 -10.79 -9.78 -0.0505
O 2.83 -10.99 -7.98 -0.0581
H 5.14 -11.17 -7.09 0.0917
H 4.76 -9.57 -6.53 0.0872
H 5.85 -9.77 -7.92 0.0843
H 3.53 -9.16 -8.60 0.1362
H 4.55 -11.85 -9.66 0.0849
H 5.27 -10.33 -10.06 0.0714
H 3.54 -10.56 -10.51 0.0768
H 2.20 -10.89 -8.70 0.0780
C -6.00 1.79 1.52 -0.0326
C -6.39 3.25 1.08 -0.5185
C -7.62 3.22 0.21 -0.0678
O -6.76 3.95 2.19 -0.0534
H -6.86 1.15 1.69 0.0678
H -5.51 1.83 2.50 0.0717
H -5.36 1.26 0.82 0.0764
H -5.54 3.81 0.70 0.1350
H -8.28 2.38 0.45 0.0831
H -7.29 2.94 -0.79 0.0788
H -8.03 4.22 0.07 0.0790
H -7.21 4.73 1.83 0.0806
C 4.67 -8.65 1.89 -0.0732
C 4.58 -8.05 0.49 -0.4830
C 5.83 -8.57 -0.22 -0.0698
O 3.37 -8.44 -0.14 -0.0470
H 3.73 -8.45 2.40 0.0732
H 5.43 -8.11 2.45 0.0745
H 4.96 -9.70 1.98 0.0764
H 4.55 -6.97 0.57 0.1407
H 5.99 -9.64 -0.16 0.0754
H 6.70 -8.05 0.19 0.0776
H 5.84 -8.37 -1.29 0.0710
H 2.81 -7.67 -0.19 0.0871
C 5.35 -2.99 -9.90 -0.0505
C 6.76 -3.14 -10.58 -0.5090
C 7.61 -1.96 -10.21 -0.0759
O 7.33 -4.34 -10.15 -0.0481
H 4.78 -2.20 -10.37 0.0713
H 5.33 -2.93 -8.81 0.0807
H 4.85 -3.92 -10.17 0.0696
H 6.67 -3.20 -11.67 0.1349
H 7.06 -1.06 -10.48 0.0833
H 8.59 -1.88 -10.68 0.0792
H 7.77 -2.03 -9.13 0.0837
H 7.82 -4.12 -9.36 0.0810
C -8.14 -5.11 -0.92 -0.0762
C -8.15 -6.61 -0.86 -0.4726
C -9.62 -7.21 -0.87 -0.0439
O -7.45 -7.08 -2.01 -0.0614
H -7.15 -4.77 -1.23 0.0817
H -8.30 -4.68 0.07 0.0763
H -8.92 -4.66 -1.53 0.0794
H -7.58 -6.90 0.02 0.1294
H -10.24 -6.90 -1.71 0.0730
H -10.16 -7.02 0.06 0.0660
H -9.67 -8.30 -0.84 0.0632
H -6.53 -6.95 -1.77 0.0852
C 5.64 1.49 3.42 -0.0603
C 7.08 1.78 3.11 -0.5318
C 7.30 2.94 2.13 -0.0494
O 7.78 1.95 4.31 -0.0489
H 5.04 1.10 2.60 0.0887
H 5.26 2.43 3.83 0.0839
H 5.61 0.74 4.22 0.0827
H 7.54 0.87 2.70 0.1317
H 6.63 2.85 1.28 0.0761
H 8.33 2.86 1.78 0.0730
H 7.15 3.90 2.62 0.0776
H 7.12 2.18 4.97 0.0768
C 3.53 2.29 -6.19 -0.0580
C 3.96 3.75 -6.35 -0.5279
C 5.16 3.90 -7.28 -0.0533
O 2.92 4.51 -6.85 -0.0481
H 2.96 1.89 -7.03 0.0800
H 2.85 2.17 -5.35 0.0744
H 4.39 1.63 -6.04 0.0765
H 4.14 4.14 -5.35 0.1301
H 5.29 4.93 -7.61 0.0773
H 5.02 3.29 -8.18 0.0779
H 6.06 3.49 -6.82 0.0779
H 2.11 4.40 -6.34 0.0932
C 0.27 2.52 7.45 -0.0673
C 0.27 1.30 8.29 -0.5323
C 0.45 -0.02 7.52 -0.0450
O 1.34 1.39 9.20 -0.0595
H -0.63 2.59 6.84 0.0847
H 1.13 2.60 6.77 0.0869
H 0.22 3.38 8.11 0.0819
H -0.63 1.27 8.90 0.1324
H 0.56 -0.82 8.25 0.0732
H 1.27 0.07 6.81 0.0856
H -0.48 -0.22 7.00 0.0787
H 1.20 0.65 9.80 0.0807
C -7.22 -11.14 5.31 -0.0600
C -6.66 -11.81 4.06 -0.4917
C -5.28 -11.16 3.71 -0.0551
O -6.45 -13.19 4.23 -0.0571
H -8.30 -11.26 5.33 0.0711
H -6.97 -10.08 5.24 0.0756
H -6.85 -11.58 6.24 0.0828
H -7.39 -11.77 3.25 0.1304
H -5.32 -10.11 3.43 0.0721
H -4.99 -11.71 2.81 0.0723
H -4.54 -11.11 4.51 0.0833
H -5.84 -13.45 3.54 0.0764
C -6.16 -5.01 -9.19 -0.0487
C -5.99 -5.70 -7.81 -0.5056
C -4.58 -5.60 -7.22 -0.0586
O -6.85 -5.12 -6.87 -0.0537
H -5.94 -3.94 -9.14 0.0768
H -7.14 -5.20 -9.64 0.0720
H -5.39 -5.43 -9.84 0.0697
H -6.35 -6.72 -7.94 0.1279
H -4.44 -6.01 -6.22 0.0742
H -4.20 -4.59 -7.07 0.0849
H -3.89 -6.20 -7.82 0.0737
H -6.76 -5.72 -6.13 0.0873